{"formula": "C20H24N2O2S", "method": "ωB97M-V/def2-TZVPD", "gap_ev": 9.19, "de_lowest_ev": 14.970, "lumo_ev": 0.542, "homo_energy_ev": -8.65, "mol_weight_g_mol": 356.49, "total_charge": 0, "smiles": "O=C(CCSCCC(=O)NCc1ccccc1)NCc1ccccc1", "elements": ["O", "C", "C", "C", "S", "C", "C", "C", "O", "N", "C", "C", "C", "C", "C", "C", "C", "N", "C", "C", "C", "C", "C", "C", "C", "H", "H", "H", "H", "H", "H", "H", "H", "H", "H", "H", "H", "H", "H", "H", "H", "H", "H", "H", "H", "H", "H", "H", "H"], "positions_angstrom": [[1.919, 2.766, 1.775], [1.475, 1.790, 1.187], [-0.029, 1.561, 1.445], [-1.054, 2.731, 1.475], [-1.895, 2.899, -0.188], [-0.571, 2.844, -1.273], [-0.696, 1.892, -2.762], [-0.703, 0.354, -1.923], [0.208, -0.475, -1.545], [-1.993, -0.002, -1.846], [-2.274, -1.519, -1.213], [-3.362, -1.381, -0.269], [-4.118, -2.688, -0.114], [-5.024, -2.674, 1.018], [-5.351, -1.718, 1.738], [-4.658, -0.488, 1.538], [-3.609, -0.169, 0.589], [2.087, 1.049, 0.310], [3.336, 0.939, -0.218], [3.996, -0.278, 0.099], [3.538, -1.416, -0.527], [4.272, -2.476, -0.716], [5.337, -2.595, 0.149], [5.854, -1.576, 0.974], [5.087, -0.123, 0.907], [-0.021, 0.989, 2.592], [-0.462, 0.718, 0.792], [-1.886, 2.676, 1.990], [-0.554, 3.688, 1.647], [0.564, 2.570, -0.897], [-0.399, 3.673, -1.865], [0.126, 1.603, -3.155], [-1.695, 2.001, -3.174], [-2.900, 0.368, -1.965], [-2.743, -2.074, -1.865], [-1.460, -1.898, -0.845], [-3.796, -3.617, -0.423], [-5.717, -3.502, 1.262], [-6.106, -1.584, 2.544], [-4.833, 0.479, 2.389], [-3.084, 0.555, 0.214], [1.449, 0.226, -0.193], [3.385, 1.308, -1.053], [3.713, 1.824, 0.663], [2.703, -1.228, -1.223], [3.947, -3.362, -1.299], [5.932, -3.475, 0.357], [6.691, -1.804, 1.526], [5.372, 0.622, 1.369]], "lowdin_charge": [0.030, -0.568, -0.149, -0.371, 0.875, -0.507, 0.023, -0.413, -0.055, 0.108, -0.044, -0.150, 0.045, -0.169, -0.188, -0.060, 0.015, 0.036, -0.173, -0.257, -0.074, -0.104, -0.122, 0.039, 0.110, 0.190, 0.097, -0.009, 0.084, 0.140, 0.008, 0.005, 0.088, 0.110, 0.064, 0.065, 0.074, 0.123, 0.126, 0.163, -0.043, 0.179, 0.051, 0.215, 0.122, 0.129, 0.094, 0.046, 0.002]}